[1]
Below is C30H48EuP2Te as an isolated structure, with properties calculated with ωB97M-V/def2-TZVPD.

Output
⟨S²⟩: 12.027
LUMO level (spin up / spin down): -3.6 / -3.8 eV
E_HOMO (spin up / spin down): -7.7 / -7.7 eV
Frontier orbital gap (spin up / spin down): 4.14 / 3.90 eV

Structure (ORCA input):
```
! RIJCOSX wB97M-V def2-TZVPD def2/J DEFGRID3
* xyz 1 7
Eu -0.728 -1.678 -1.601
C 0.210 2.036 -1.744
C -1.094 1.474 -1.791
C -0.728 2.280 0.354
C 0.421 2.546 -0.432
C -1.682 1.592 -0.469
C 1.215 2.063 -2.815
H 0.746 1.839 -3.784
H 2.048 1.349 -2.676
H 1.654 3.067 -2.880
C 1.666 3.160 0.038
H 2.230 3.590 -0.792
H 2.332 2.438 0.529
H 1.484 3.951 0.758
C -0.913 2.562 1.783
H -0.420 3.514 2.092
H -0.449 1.769 2.381
H -1.975 2.620 2.070
C -3.021 1.203 -0.032
H -3.637 2.054 0.312
H -2.966 0.484 0.801
H -3.584 0.714 -0.829
C -1.826 1.024 -2.983
H -2.555 1.782 -3.332
H -2.435 0.109 -2.806
H -1.148 0.829 -3.826
C 2.109 -5.607 -2.325
C 1.963 -4.890 -3.456
C 0.892 -5.059 -4.502
C -0.562 -5.335 -3.982
C -0.895 -4.569 -2.742
C -0.796 -5.196 -1.543
C -0.076 -6.445 -1.208
C 1.272 -6.792 -1.934
H 1.161 -5.907 -5.138
H -0.712 -6.414 -3.833
H 0.863 -4.118 -5.105
H 1.088 -7.413 -2.820
H 2.990 -5.503 -1.683
H 2.732 -4.164 -3.697
H 1.840 -7.393 -1.198
H 0.128 -6.406 -0.122
H -1.497 -5.050 -0.734
H -0.727 -7.326 -1.327
H -1.235 -5.054 -4.783
H -1.488 -3.634 -2.879
P 2.469 -2.277 -0.893
P -1.387 -2.739 1.017
C 1.502 -3.654 0.046
C 0.369 -3.676 1.110
H 2.343 -4.227 0.472
H 1.136 -4.252 -0.788
H 0.035 -4.725 1.302
H 0.740 -3.251 2.028
C -1.935 -2.595 2.711
H -2.838 -1.967 2.717
H -1.159 -2.065 3.277
H -2.179 -3.566 3.173
C -2.853 -3.689 0.345
H -3.053 -4.626 0.889
H -2.774 -3.935 -0.729
H -3.749 -3.049 0.362
C 4.032 -2.940 -1.629
H 4.255 -2.379 -2.557
H 3.929 -3.999 -1.919
H 4.883 -2.842 -0.940
C 1.482 -2.309 -2.542
H 0.742 -1.673 -3.099
H 1.027 -3.317 -2.493
H 2.275 -2.292 -3.255
Te 1.355 -0.330 2.195
C 2.100 0.848 3.733
C 2.358 0.244 4.996
C 2.629 1.058 6.113
C 2.680 2.445 5.996
C 2.515 3.075 4.746
C 2.280 2.263 3.600
H 2.297 -0.836 5.035
H 2.793 0.588 7.089
H 2.855 3.075 6.864
H 2.558 4.144 4.621
H 2.185 2.705 2.587
*
```

---

[2]
Below is a 2-piece molecular cluster, C5H13N5O2 overall, with properties calculated with ωB97M-V/def2-TZVPD.

Output
SMILES: [H]/N=C(N)\C=N/O.[H]/N=C(\C)NOC
LUMO level: 0.3 eV
E_HOMO: -9.6 eV
Frontier orbital gap: 9.89 eV

Structure (ORCA input):
```
! RIJCOSX wB97M-V def2-TZVPD def2/J DEFGRID3
* xyz 0 1
H -5.371 -0.326 0.401
N -4.959 0.573 0.137
C -3.681 0.502 0.204
N -2.890 1.562 -0.120
C -2.912 -0.695 0.610
N -3.119 -1.897 0.208
O -4.181 -2.002 -0.698
H -3.363 2.365 -0.523
H -1.967 1.372 -0.459
H -2.092 -0.566 1.316
H -4.279 -1.125 -1.118
H 1.350 -0.532 1.769
N 2.196 -0.757 1.234
C 2.035 -0.364 0.032
C 0.823 0.331 -0.486
N 3.076 -0.391 -0.928
O 4.309 -0.920 -0.478
C 4.924 0.052 0.373
H -0.055 0.094 0.159
H 0.604 -0.004 -1.498
H 0.980 1.434 -0.482
H 3.205 0.503 -1.411
H 5.216 0.947 -0.196
H 5.840 -0.458 0.701
H 4.313 0.303 1.255
*
```

---

[3]
Below is F3FeNO3Pt2 as an isolated structure, with properties calculated with ωB97M-V/def2-TZVPD.

Output
⟨S²⟩: 20.052
LUMO level (spin up / spin down): -10.4 / -11.6 eV
E_HOMO (spin up / spin down): -18.2 / -18.1 eV
Frontier orbital gap (spin up / spin down): 7.76 / 6.52 eV

Structure (ORCA input):
```
! RIJCOSX wB97M-V def2-TZVPD def2/J DEFGRID3
* xyz 2 9
Fe 0.370 2.421 0.831
Pt 3.063 -1.464 -1.844
Pt -2.945 0.584 0.055
N 0.322 -0.179 -0.402
O -0.861 0.046 -0.475
O 0.968 0.499 0.494
O 0.903 -0.968 -1.131
F 2.700 -2.451 0.191
F -1.668 2.280 0.804
F -2.850 -0.769 1.479
*
```

---

[4]
Below is a 8-piece molecular cluster, C17H22BF19N4O15S5 overall, with properties calculated with ωB97M-V/def2-TZVPD.

Output
LUMO level: 3.8 eV
E_HOMO: 0.0 eV
Frontier orbital gap: 3.78 eV

Structure (ORCA input):
```
! RIJCOSX wB97M-V def2-TZVPD def2/J DEFGRID3
* xyz -4 1
C -1.793 -4.587 8.053
C -2.166 -5.695 7.064
N -1.703 -5.351 5.680
C -0.807 -6.134 4.957
C -0.670 -5.556 3.754
N -1.430 -4.374 3.762
C -2.004 -4.274 4.932
C -1.459 -3.456 2.638
H -2.010 -3.578 7.704
H -0.743 -4.580 8.337
H -2.413 -4.792 8.928
H -3.229 -5.879 6.928
H -1.699 -6.627 7.372
H -0.485 -7.100 5.305
H -0.303 -5.945 2.819
H -2.653 -3.484 5.274
H -2.020 -2.552 2.871
H -1.932 -3.888 1.751
H -0.448 -3.137 2.388
C -0.470 -0.194 1.138
C 0.902 -0.141 0.394
N 0.772 0.557 -0.869
C 0.213 -0.010 -1.989
C 0.332 0.952 -2.984
N 0.915 2.031 -2.447
C 1.208 1.817 -1.149
C 1.185 3.284 -3.178
H -0.210 0.180 2.129
H -0.847 -1.211 1.174
H -1.131 0.504 0.630
H 1.442 -1.085 0.373
H 1.530 0.492 1.014
H -0.284 -0.963 -1.974
H 0.113 0.777 -4.024
H 1.800 2.446 -0.507
H 0.248 3.627 -3.612
H 1.912 3.080 -3.958
H 1.502 4.148 -2.599
B 0.590 7.650 -1.413
F 0.914 8.243 -0.139
F 0.325 6.302 -1.212
F -0.522 8.412 -1.846
F 1.694 7.968 -2.215
C 3.952 0.718 2.863
F 4.739 1.762 2.585
F 4.110 0.376 4.159
F 2.650 1.074 2.777
S 4.357 -0.750 1.707
O 3.586 -1.826 2.334
O 3.975 -0.338 0.372
O 5.785 -0.937 1.880
C 0.250 0.969 -7.602
F -0.205 0.499 -8.805
F -0.180 -0.020 -6.782
F 1.551 1.134 -7.648
S -0.659 2.573 -7.194
O -0.333 2.767 -5.801
O -0.035 3.559 -8.054
O -2.093 2.375 -7.452
C -2.086 -3.395 -1.304
F -2.035 -2.215 -0.690
F -1.848 -3.281 -2.600
F -1.168 -4.256 -0.816
S -3.828 -4.076 -1.066
O -3.899 -5.325 -1.785
O -3.965 -4.267 0.382
O -4.769 -3.094 -1.546
C 4.786 4.215 0.272
F 4.926 5.131 1.239
F 5.849 3.423 0.283
F 3.661 3.522 0.526
S 4.623 5.151 -1.404
O 3.807 6.297 -0.994
O 5.983 5.435 -1.852
O 3.952 4.291 -2.381
C -3.619 2.031 -1.566
F -2.798 1.700 -0.536
F -4.809 2.399 -1.078
F -2.991 3.052 -2.168
S -3.818 0.567 -2.740
O -4.871 -0.183 -2.042
O -4.162 1.192 -3.984
O -2.532 -0.126 -2.739
*
```

---

[5]
Below is C39H38KN2O3P as an isolated structure, with properties calculated with ωB97M-V/def2-TZVPD.

Output
LUMO level: -0.4 eV
E_HOMO: -6.7 eV
Frontier orbital gap: 6.32 eV

Structure (ORCA input):
```
! RIJCOSX wB97M-V def2-TZVPD def2/J DEFGRID3
* xyz 0 1
K 13.041 14.621 8.277
C 9.493 11.927 5.841
C 10.502 12.692 6.765
C 11.793 11.847 7.005
C 9.644 12.963 7.966
C 8.375 13.841 7.757
O 8.373 14.749 8.847
C 9.515 14.536 9.560
N 10.305 13.630 9.090
C 9.532 15.140 10.847
C 9.510 14.434 12.077
C 9.037 14.986 13.270
C 8.911 16.366 13.305
C 9.168 17.117 12.178
C 9.540 16.545 10.950
P 9.927 17.631 9.545
C 8.352 18.309 9.096
C 7.220 17.585 9.380
C 5.995 18.081 8.955
C 5.826 19.252 8.199
C 7.005 19.955 7.797
C 8.186 19.450 8.245
C 10.703 19.024 10.417
C 11.964 18.742 10.896
C 12.711 19.819 11.402
C 12.170 21.071 11.669
C 10.852 21.298 11.213
C 10.138 20.323 10.565
H 10.060 11.522 4.947
H 8.710 12.699 5.527
H 9.008 11.139 6.421
H 10.781 13.599 6.322
H 11.524 10.784 6.870
H 12.216 11.910 8.016
H 12.457 12.085 6.150
H 9.349 11.939 8.340
H 7.457 13.236 7.829
H 8.410 14.367 6.831
H 9.705 13.344 11.972
H 8.925 14.436 14.214
H 8.450 16.836 14.170
H 8.994 18.207 12.226
H 7.243 16.680 9.942
H 5.081 17.609 9.240
H 4.871 19.631 7.882
H 7.005 20.820 7.125
H 9.098 19.981 7.952
H 12.339 17.719 10.954
H 13.769 19.574 11.596
H 12.749 21.819 12.246
H 10.371 22.217 11.363
H 9.159 20.527 10.189
C 12.936 7.575 11.788
C 12.877 8.684 12.729
C 12.357 8.340 13.993
C 12.106 9.346 14.872
C 12.292 10.671 14.534
C 12.952 11.040 13.367
N 12.989 12.349 12.937
C 12.979 13.604 13.637
C 12.773 13.735 15.022
C 12.648 14.973 15.607
C 12.736 16.118 14.864
C 13.053 15.982 13.495
C 13.146 14.763 12.819
C 13.275 14.730 11.284
O 12.926 15.766 10.645
O 13.672 13.689 10.660
C 13.267 9.970 12.394
C 14.266 10.149 11.216
H 12.088 6.852 11.979
H 13.905 6.973 11.942
H 12.864 7.837 10.733
H 12.214 7.248 14.199
H 11.647 9.167 15.818
H 11.739 11.432 15.036
H 13.361 12.551 11.958
H 12.796 12.841 15.655
H 12.442 14.961 16.648
H 12.644 17.069 15.362
H 13.168 16.875 12.912
H 13.818 9.683 10.346
H 15.165 9.519 11.484
H 14.513 11.197 11.032
*
```

---

[6]
Below is one molecule with the formula C12H12F2, with properties calculated with ωB97M-V/def2-TZVPD.

Output
SMILES: C=C(/C=c1/ccccc1=C(F)F)CC
LUMO level (spin up / spin down): -0.3 / -0.3 eV
E_HOMO (spin up / spin down): -7.4 / -7.4 eV
Frontier orbital gap (spin up / spin down): 7.04 / 7.04 eV

Structure (ORCA input):
```
! RIJCOSX wB97M-V def2-TZVPD def2/J DEFGRID3
* xyz 0 1
C 1.860 -1.051 0.075
C 0.698 -0.628 0.528
C -0.168 0.375 -0.063
C -0.803 0.317 -1.260
C -1.382 1.492 -1.871
C -1.775 1.637 -3.153
C -1.638 0.538 -3.998
C -1.258 -0.653 -3.490
C -0.828 -0.812 -2.163
C -0.807 -2.103 -1.672
F -0.713 -2.678 -0.405
F -0.826 -3.152 -2.485
C 0.162 -1.117 1.956
C 0.885 -0.506 3.106
H 2.483 -1.795 0.694
H 2.381 -0.661 -0.801
H -0.022 1.389 0.304
H -1.501 2.393 -1.221
H -2.264 2.595 -3.519
H -2.065 0.589 -5.075
H -1.324 -1.618 -4.100
H 0.212 -2.258 1.935
H -1.041 -0.832 1.913
H 0.720 -1.214 3.911
H 0.441 0.319 3.515
H 1.848 -0.320 2.802
*
```